[1]
A molecular structure, C28H26N3O2RuS3, computed with ωB97M-V with the def2-TZVPD basis set.

**LUMO**: -4.5 eV
**Total charge**: +1
**DFT total energy**: -73102.92518 eV
**HOMO**: -10.838 eV

Structure (XYZ):
```
63
Properties=species:S:1:pos:R:3:mulliken_charge:R:1
Ru -0.16 -0.06 0.02 0.25
O -0.82 -0.52 3.36 -0.57
S -0.99 0.84 2.85 0.32
N -0.77 1.10 1.39 -0.39
C 1.42 3.35 -5.97 -0.41
C 0.15 2.94 -5.57 -0.78
C -0.01 2.25 -4.38 -0.22
C 1.10 1.97 -3.57 0.92
C 2.36 2.40 -3.98 -0.63
C 2.52 3.08 -5.17 -0.63
C 1.01 1.25 -2.30 -0.42
C -0.08 0.70 -1.73 0.56
C -1.49 0.50 -2.07 -0.38
C -1.89 -0.53 -2.94 -0.16
C -3.22 -0.80 -3.13 -0.80
C -4.19 -0.08 -2.43 -0.34
C -3.82 0.91 -1.55 -0.92
C -2.47 1.21 -1.37 0.22
H 1.54 3.89 -6.90 0.40
H -0.71 3.16 -6.18 0.41
H -1.00 1.94 -4.07 0.46
H 3.22 2.19 -3.35 0.40
H 3.51 3.41 -5.48 0.39
H 1.94 1.16 -1.75 0.31
H -1.13 -1.09 -3.48 0.52
H -3.52 -1.58 -3.82 0.43
H -5.24 -0.31 -2.58 0.42
H -4.57 1.47 -1.01 0.43
H -2.18 2.02 -0.71 0.57
C 2.41 -3.64 -0.63 -0.88
N 1.91 -3.54 0.73 0.15
C 2.76 -3.89 1.88 -0.15
C 1.92 -3.41 3.08 -0.58
N 0.77 -2.78 2.43 0.23
C 0.86 -2.86 1.12 -0.03
S -0.42 -2.25 0.06 -0.31
H 2.96 -4.57 -0.73 0.34
H 3.06 -2.80 -0.85 0.24
H 1.58 -3.65 -1.33 0.36
H 3.72 -3.38 1.81 -0.04
H 2.94 -4.97 1.90 0.51
H 2.46 -2.69 3.69 0.25
H 1.59 -4.24 3.71 0.35
H 0.09 -2.17 2.89 0.28
C 7.48 -5.33 4.49 -1.17
C 6.64 -4.24 3.87 0.69
O 5.51 -4.39 3.51 -0.48
S 7.53 -2.69 3.72 -0.22
C 6.25 -1.75 2.94 -0.10
C 6.18 -1.68 1.55 -0.36
C 5.08 -1.10 0.95 -0.61
C 4.03 -0.59 1.72 0.71
C 4.16 -0.58 3.12 -0.68
C 5.26 -1.16 3.72 -0.21
C 2.78 -0.23 1.12 -0.01
C 1.64 -0.16 0.72 -0.65
H 6.89 -5.84 5.25 0.32
H 8.40 -4.95 4.92 0.41
H 7.73 -6.05 3.71 0.29
H 6.96 -2.12 0.95 0.47
H 5.00 -1.07 -0.13 0.54
H 3.37 -0.15 3.71 0.54
H 5.34 -1.19 4.80 0.49
```

=====

[2]
A single C15H25BrFNO3SSi molecule in a non-equilibrium geometry, computed with ωB97M-V with the def2-TZVPD basis set.

**SMILES**: C[C@@H]([C@H](O[Si](C)(C)C(C)(C)C)c1ccc(Br)cc1F)S(N)(=O)=O
**LUMO**: 0.2 eV
**Total charge**: 0
**DFT total energy**: -115065.73635 eV
**HOMO**: -9.195 eV

Structure (XYZ):
```
48
Properties=species:S:1:pos:R:3:mulliken_charge:R:1
O 3.14 -1.82 0.88 -0.64
O 0.76 -1.91 2.06 -0.73
F -0.37 2.21 2.90 -0.31
Br -0.12 6.78 0.58 -0.19
O 0.36 0.04 -0.67 -0.68
C 0.01 4.20 -0.64 -0.72
C -0.15 4.24 1.75 -0.83
C 0.16 2.82 -0.61 -0.09
C -0.06 2.86 1.77 0.40
C -0.10 4.90 0.52 0.04
C 0.06 2.14 0.57 -0.34
N 2.81 -0.85 3.37 -0.49
C -2.23 -3.03 -1.83 -1.83
C 0.29 -3.19 -1.11 -1.59
C -1.55 -2.76 0.53 -1.63
C 2.81 0.78 0.52 -1.77
C -2.59 0.46 -0.88 -1.23
C -0.80 -0.47 -3.08 -1.50
C -1.06 -2.56 -0.88 1.94
C 1.66 0.39 1.38 -0.01
C 0.32 0.60 0.65 0.31
Si -1.03 -0.70 -1.26 0.90
S 2.10 -1.27 1.88 1.04
H 0.13 4.77 -1.59 0.37
H -0.32 4.68 2.72 0.48
H 0.23 2.20 -1.46 0.61
H 2.69 -1.53 4.04 0.28
H 3.77 -0.51 3.46 0.22
H -3.19 -2.51 -1.52 0.28
H -2.32 -4.12 -1.70 0.50
H -1.89 -2.94 -2.89 0.37
H 1.03 -2.45 -0.71 0.22
H 0.42 -3.35 -2.17 0.44
H 0.41 -4.14 -0.59 0.36
H -2.52 -2.33 0.73 0.32
H -1.62 -3.86 0.74 0.50
H -0.87 -2.35 1.30 0.25
H 3.72 0.86 1.04 0.56
H 2.99 0.09 -0.27 0.41
H 2.57 1.69 -0.02 0.38
H -3.19 0.12 -0.07 0.35
H -3.24 0.31 -1.77 0.39
H -2.24 1.45 -0.71 0.36
H -0.82 0.63 -3.27 0.28
H -1.54 -0.88 -3.73 0.48
H 0.05 -0.92 -3.61 0.41
H 1.74 1.03 2.28 0.72
H -0.41 0.20 1.37 0.37
```

=====

[3]
A single C5H5N molecule in a non-equilibrium geometry, computed with ωB97M-V with the def2-TZVPD basis set.

**Spin multiplicity**: 3
**LUMO (alpha / beta)**: 0.9 / -2.8 eV
**Total charge**: 0
**DFT total energy**: -6749.94839 eV
**HOMO (alpha / beta)**: -6.994 / -10.375 eV

Structure (XYZ):
```
11
Properties=species:S:1:pos:R:3:mulliken_charge:R:1
C -1.86 -1.31 -1.28 0.39
C 1.30 0.57 1.63 -0.67
C -0.07 -0.16 -0.19 -0.15
C -0.73 -0.46 -1.40 -0.38
C 0.93 0.94 0.31 -0.12
N -2.58 -2.19 -1.50 -0.43
H 0.90 -0.25 2.13 0.29
H -0.69 0.18 -2.37 0.29
H -0.77 -0.19 0.69 0.26
H 2.17 1.06 2.21 0.23
H 1.39 1.82 -0.23 0.29
```

=====

[4]
30 unconnected molecules or ions with the total composition C15H89BIO31 in a non-equilibrium geometry, computed with ωB97M-V with the def2-TZVPD basis set.

**LUMO**: 1.0 eV
**Total charge**: -1
**DFT total energy**: -89245.31501 eV
**HOMO**: -4.652 eV

Structure (XYZ):
```
137
Properties=species:S:1:pos:R:3:mulliken_charge:R:1
C -3.67 -2.35 -1.40 -0.26
C -3.76 -0.72 -1.59 -0.16
C -2.38 0.08 -1.13 0.21
C -2.76 0.93 0.24 -0.77
C -1.58 1.98 0.71 0.65
C -1.42 1.87 2.37 -0.02
C 0.16 1.42 2.70 -0.12
C 0.21 -0.21 2.85 0.03
C 1.70 -0.83 3.15 -0.57
C 2.74 -0.12 2.09 -0.32
C 3.98 -1.06 1.59 -0.05
C 5.06 -0.03 0.83 -0.56
C 6.19 -0.82 -0.05 0.33
O 7.40 0.05 0.19 -0.66
B 7.34 1.09 -0.89 0.85
C 8.60 2.15 -0.78 -0.63
O 7.27 0.20 -2.10 -0.51
C 6.19 -0.75 -1.68 -0.61
I 4.46 0.05 -2.76 -0.16
H -3.46 -2.87 -2.45 0.17
H -2.83 -2.61 -0.61 -0.16
H -4.69 -2.75 -0.99 0.20
H -4.09 -0.48 -2.70 0.34
H -4.63 -0.32 -0.89 -0.13
H -2.06 0.80 -2.03 -0.31
H -1.52 -0.68 -0.87 0.31
H -3.80 1.50 0.09 0.00
H -2.95 0.13 1.07 0.26
H -1.91 3.07 0.36 -0.10
H -0.58 1.75 0.13 0.05
H -1.53 2.99 2.76 -0.35
H -2.17 1.13 2.86 0.38
H 0.54 1.97 3.69 0.25
H 0.79 1.87 1.82 -0.19
H -0.21 -0.68 1.86 -0.09
H -0.50 -0.48 3.77 0.22
H 2.00 -0.46 4.24 0.27
H 1.75 -2.00 3.16 0.20
H 2.10 0.14 1.12 0.04
H 3.16 0.84 2.61 0.22
H 4.55 -1.63 2.45 0.31
H 3.58 -1.87 0.82 -0.07
H 5.55 0.58 1.72 0.18
H 4.42 0.75 0.23 0.21
H 6.56 -1.84 0.45 0.24
H 6.37 1.77 -0.94 -0.30
H 8.25 3.19 -0.31 0.12
H 9.35 1.69 0.01 0.18
H 9.10 2.41 -1.80 0.01
H 6.31 -1.81 -2.17 0.34
O -1.56 4.25 -1.83 -0.56
H -1.25 5.11 -1.51 0.27
H -0.96 4.04 -2.56 0.26
O -4.28 3.25 -1.64 -0.65
H -3.39 3.44 -1.32 0.07
H -4.81 3.18 -0.83 0.42
O -6.64 1.79 -3.09 -0.61
H -7.14 2.45 -3.59 0.27
H -5.81 2.24 -2.86 0.35
O 9.96 1.75 -4.49 -0.69
H 9.23 1.40 -3.95 0.35
H 9.94 2.71 -4.31 0.31
O -2.20 -4.51 -2.98 -0.59
H -2.88 -4.95 -3.51 0.29
H -1.46 -5.13 -2.99 0.27
O 0.36 1.43 -2.39 -0.57
H -0.32 0.99 -2.92 0.34
H 1.10 0.80 -2.41 0.20
O 3.13 -3.44 -2.34 -0.67
H 3.44 -2.58 -2.03 0.29
H 3.72 -3.65 -3.08 0.35
O -0.94 -3.79 1.15 -0.43
H -0.95 -3.85 0.18 0.25
H -1.82 -4.10 1.41 0.15
O -2.61 -6.29 1.93 -0.57
H -3.54 -6.37 2.19 0.32
H -2.26 -7.18 2.07 0.27
O -4.92 -7.15 3.71 -0.62
H -4.65 -7.96 4.16 0.29
H -5.73 -6.89 4.18 0.32
O 0.52 4.36 0.65 -0.64
H -0.17 3.92 0.12 0.28
H 1.26 3.74 0.63 0.32
O -6.68 -2.85 0.56 -0.60
H -7.03 -3.61 1.03 0.25
H -7.41 -2.55 0.00 0.37
O -1.29 4.36 4.85 -0.69
H -2.12 4.75 5.15 0.34
H -1.10 4.84 4.03 0.34
O -7.00 -6.88 2.04 -0.61
H -7.68 -7.32 1.51 0.29
H -6.25 -7.50 2.02 0.34
O -8.26 -0.49 0.30 -0.62
H -7.37 -0.30 0.62 0.29
H -8.79 -0.55 1.12 0.31
O 2.99 -4.03 1.15 -0.61
H 2.98 -4.09 0.18 0.30
H 2.11 -4.34 1.41 0.30
O -2.80 -2.31 3.46 -0.57
H -3.48 -2.75 2.92 0.26
H -2.05 -2.93 3.44 0.31
O 4.66 -4.44 -4.87 -0.61
H 3.98 -4.87 -5.40 0.31
H 5.41 -5.06 -4.89 0.27
O 10.39 4.64 -2.57 -0.64
H 10.29 4.91 -1.64 0.31
H 11.27 4.24 -2.60 0.32
O 4.51 -1.59 -5.98 -0.62
H 4.78 -2.40 -5.53 0.31
H 3.70 -1.32 -5.51 0.26
O -3.45 4.63 6.76 -0.62
H -3.18 3.82 7.21 0.31
H -4.26 4.90 7.22 0.28
O 6.28 0.56 -7.72 -0.63
H 5.92 -0.21 -7.24 0.33
H 5.54 0.85 -8.28 0.29
O -1.21 -9.04 1.79 -0.62
H -1.90 -9.48 1.26 0.31
H -0.47 -9.66 1.78 0.29
O -9.43 -2.25 -1.66 -0.64
H -9.30 -1.38 -1.24 0.33
H -10.30 -2.53 -1.35 0.30
O -0.68 7.11 5.09 -0.57
H -0.41 6.30 5.54 0.31
H -1.49 7.37 5.56 0.31
O 0.18 9.07 2.62 -0.61
H -0.18 8.30 3.10 0.31
H -0.56 9.36 2.06 0.30
O -3.14 8.41 4.17 -0.65
H -2.83 9.28 4.49 0.35
H -2.54 8.20 3.44 0.26
O 2.11 -2.68 -7.14 -0.64
H 1.62 -2.01 -7.64 0.30
H 2.94 -2.23 -6.91 0.40
O -3.97 4.94 0.42 -0.61
H -4.80 5.33 0.72 0.27
H -3.77 5.42 -0.40 0.35
```

=====

[5]
A single C4H4F2O molecule in a non-equilibrium geometry, computed with ωB97M-V with the def2-TZVPD basis set.

**LUMO**: -1.0 eV
**Total charge**: 0
**DFT total energy**: -11690.43227 eV
**HOMO**: -7.648 eV

Structure (XYZ):
```
11
Properties=species:S:1:pos:R:3:mulliken_charge:R:1
C 0.35 0.09 0.03 -0.12
C 1.07 -1.09 -0.27 -0.07
C -0.92 0.50 -0.16 -0.61
C -0.06 -2.18 -2.11 0.23
O 0.85 -1.96 -1.21 -0.17
F 0.47 -2.85 -3.16 -0.20
F -0.74 -1.14 -2.66 -0.21
H 0.84 0.57 0.96 0.19
H 1.94 -1.36 0.17 0.47
H -1.39 1.33 0.31 0.28
H -1.53 -0.02 -0.92 0.20
```